This record from the OMol25 dataset describes a cluster of 3 separate species, C17H35ClN2O11P in total. The level of theory is the ωB97M-V functional and the def2-TZVPD basis.

```
! wB97M-V def2-TZVPD RIJCOSX def2/J DEFGRID3
* xyz 1 1
C 1.8645 0.6270 0.4275
C 0.8491 1.0506 1.5264
C -0.4077 0.1391 1.6261
Cl -0.6519 -0.3053 3.3569
C -1.6837 0.6804 0.9485
N -2.8229 -0.1065 1.4307
C -4.0496 0.1758 0.6487
C -4.2146 -0.7281 -0.5828
C -3.3762 -0.3112 -1.7967
O -2.3164 -0.7919 -1.9741
O -3.8989 0.6044 -2.6809
C -4.2344 1.7036 0.3239
N -3.4455 2.4924 1.3146
C -1.9723 2.1927 1.2532
P -1.3188 3.3286 -0.0685
O -2.4042 3.8639 -0.8950
O -0.5159 4.5629 0.6148
O -0.2240 2.5185 -0.9336
H 2.5385 -0.1135 0.8778
H 1.4107 0.2477 -0.4928
H 2.5068 1.4982 0.2356
H 0.6348 2.1217 1.4036
H 1.3749 0.9646 2.4844
H -0.1561 -0.7908 1.1020
H -1.5549 0.5743 -0.1350
H -3.0648 0.1893 2.3747
H -4.8778 -0.0755 1.3283
H -5.2736 -0.6486 -0.8895
H -4.0497 -1.7870 -0.3683
H -3.2791 1.3539 -2.6742
H -5.2927 1.9332 0.5046
H -4.0297 1.9708 -0.7134
H -3.6396 3.4957 1.2042
H -3.7318 2.2679 2.2737
H -1.4610 2.4468 2.1947
H -0.5105 5.2402 -0.0886
H 0.5698 3.0795 -0.9825
C -2.6532 -3.9089 -2.7926
C -1.5425 -3.4823 -3.7318
O -0.7934 -4.6148 -4.1862
C -1.3808 -5.3449 -5.1397
O -2.4537 -5.1251 -5.6399
O -0.5787 -6.3706 -5.4281
C -1.1246 -7.2924 -6.3746
H -2.2526 -4.5095 -1.9736
H -3.1610 -3.0405 -2.3791
H -3.3917 -4.5237 -3.3074
H -0.8407 -2.8419 -3.1993
H -1.9255 -2.9093 -4.5771
H -1.4473 -6.7837 -7.2812
H -1.9560 -7.8375 -5.9283
H -0.3383 -7.9982 -6.6295
C 7.3843 3.7988 2.6263
C 7.7555 2.3357 2.7516
O 7.1926 1.7502 3.9360
C 5.8988 1.4516 3.8741
O 5.1697 1.6162 2.9255
O 5.5280 0.9538 5.0576
C 4.1338 0.6784 5.1450
H 7.6580 4.3416 3.5324
H 7.8924 4.2513 1.7745
H 6.3098 3.9226 2.4899
H 8.8355 2.2401 2.8511
H 7.4596 1.7676 1.8692
H 3.8072 0.0422 4.3231
H 3.5694 1.6118 5.1514
H 3.9548 0.1560 6.0814
*
```

Summary:
HOMO level	-12.21	eV
frontier orbital gap	0.322	hartree

=====

This record from the OMol25 dataset describes a structure of composition C32H42BF6N5O5Os. The level of theory is the ωB97M-V functional and the def2-TZVPD basis.

```
! wB97M-V def2-TZVPD RIJCOSX def2/J DEFGRID3
* xyz 2 1
Os 1.2113 1.3132 -0.5939
N 1.7297 3.4761 -0.3254
C 1.6364 4.0519 1.0305
C 0.2296 3.7959 1.5719
C 0.2085 3.0223 2.8823
C 0.8632 1.6491 2.7743
N 0.4129 0.9340 1.5542
H 2.6433 3.6445 -0.7422
H 1.0315 3.8760 -0.9548
H 1.8606 5.1184 1.0065
H 2.3944 3.5670 1.6414
H -0.3227 3.2228 0.8171
H -0.3105 4.7313 1.7122
H -0.8323 2.9126 3.1993
H 0.7227 3.5813 3.6659
H 0.6198 1.0703 3.6669
H 1.9408 1.7332 2.7200
H -0.5926 1.0241 1.4357
H 0.6294 -0.0555 1.6374
C -5.8251 0.8992 -4.4179
C -4.6419 -0.0083 -4.7273
N -3.6505 0.0119 -3.6392
C -2.6864 0.9391 -3.6848
C -1.7469 1.1424 -2.7129
C -0.7803 2.2761 -2.9429
O -0.9996 3.0392 -3.8523
O 0.2105 2.3768 -2.1034
C -1.7396 0.3349 -1.5571
O -0.9558 0.4631 -0.5668
C -2.7674 -0.6977 -1.5271
C -2.8153 -1.5899 -0.4496
C -3.7895 -2.5365 -0.3641
F -3.7464 -3.3881 0.6804
C -4.8154 -2.6420 -1.3253
C -4.7560 -1.7673 -2.3978
C -3.7313 -0.8212 -2.5386
N -5.8915 -3.5351 -1.1993
C -6.4517 -4.2144 -2.3567
C -7.9785 -4.0882 -2.3002
N -8.4010 -4.0565 -0.8537
C -7.5128 -4.9320 -0.0252
C -6.1183 -4.2928 0.0331
H -6.5603 0.8460 -5.2199
H -5.4943 1.9336 -4.3280
H -6.3077 0.6136 -3.4816
H -4.1379 0.3334 -5.6284
H -4.9603 -1.0323 -4.9065
H -2.6578 1.5807 -4.5573
H -2.0514 -1.5396 0.3134
H -5.5408 -1.8050 -3.1377
H -6.1561 -5.2690 -2.3534
H -6.0871 -3.7863 -3.2842
H -8.4554 -4.9365 -2.7876
H -8.3210 -3.1689 -2.7699
H -9.3784 -4.3353 -0.7629
H -8.3138 -3.1007 -0.5040
H -7.4941 -5.9147 -0.4909
H -7.9195 -5.0340 0.9778
H -5.3841 -5.0870 0.1905
H -6.0605 -3.6084 0.8771
C 8.9750 0.0866 4.0591
C 7.6681 0.8779 4.1044
C 8.0133 2.3765 4.1234
C 6.9257 0.5047 5.3963
C 6.7644 0.6038 2.9034
C 7.1307 -0.2655 1.8749
C 6.3168 -0.5256 0.7741
C 5.1111 0.1268 0.7260
O 4.0996 0.0644 -0.2090
B 3.0904 0.8940 0.2309
O 3.4862 1.5121 1.4217
C 4.7422 1.0033 1.7280
C 5.5290 1.2577 2.8231
H 9.5730 0.3338 4.9364
H 9.5649 0.3353 3.1753
H 8.7921 -0.9895 4.0735
H 8.6981 2.5909 4.9455
H 7.1262 2.9985 4.2515
H 8.4997 2.6631 3.1892
H 7.5673 0.6902 6.2592
H 6.6630 -0.5550 5.3886
H 6.0103 1.0836 5.5275
H 8.0859 -0.7675 1.9203
H 6.6206 -1.2076 -0.0083
H 5.1955 1.9393 3.5949
F 0.6013 -0.4905 -2.6493
C 1.7490 -0.1610 -1.9753
F 2.1914 -1.3342 -1.4836
C 2.7725 0.3745 -3.0452
F 3.0770 1.6675 -2.7675
F 2.2549 0.3515 -4.2659
F 3.8996 -0.3105 -3.0400
*
```

Summary:
HOMO level (spin up / spin down)	-11.90 / -11.90	eV
ΔE to the lowest compared entry with this formula, charge and spin	53.9	kcal per mole
frontier orbital gap (spin up / spin down)	0.220 / 0.217	hartree

=====

This record from the OMol25 dataset describes a cluster of 2 separate species, CH2FNOS in total. The level of theory is the ωB97M-V functional and the def2-TZVPD basis.

```
! wB97M-V def2-TZVPD RIJCOSX def2/J DEFGRID3
* xyz 0 1
C 0.4559 0.5892 0.2107
N -1.7601 -0.3844 0.2241
O 2.8901 0.1794 -0.0016
F -1.4401 -1.7441 -0.2229
S 1.5732 -0.4996 -0.2136
H 0.0835 1.6435 0.5993
H -1.8024 0.2160 -0.5960
*
```

Summary:
HOMO level (spin up / spin down)	-10.21 / -10.04	eV
ΔE to the lowest compared entry with this formula, charge and spin	173.1	kcal per mole
frontier orbital gap (spin up / spin down)	0.330 / 0.318	hartree

=====

Number 1: F_max 2.05 eV/A, DFT total energy -2407.32998 a.u.. Number 2: F_max 4.89 eV/A, DFT total energy -2608.86076 a.u.. Number 3: F_max 3.05 eV/A, DFT total energy -667.07433 a.u..